Entry 1:
DFT (ωB97M-V with the def2-TZVPD basis set) results for a cluster of 3 separate species, CH2NO3S in total at a distorted geometry.

Positions of all 8 atoms, in Å:
C: 0.32 -0.93 1.27
N: 0.80 -1.42 2.17
O: 1.54 -0.45 -3.90
O: 2.96 -0.93 -1.87
O: -0.37 0.61 -0.63
S: 1.65 -0.87 -2.53
H: 0.16 -0.39 0.40
H: 0.00 1.35 -0.13

Computed properties:
- LUMO: 2.776 eV
- Spin multiplicity: 1
- Net charge: -1

natural (NBO) charges, unit e, in atom order: 0.08, -0.47, -0.87, -0.86, -1.23, 1.68, 0.26, 0.41



Entry 2:
DFT (ωB97M-V with the def2-TZVPD basis set) results for the ion CH2NO3S with charge -1 at a distorted geometry.

Positions of all 8 atoms, in Å:
C: -0.84 0.18 0.03
N: 0.40 -0.20 0.12
O: 0.54 -1.60 0.12
O: 1.45 0.52 -0.05
O: -0.74 1.86 0.06
S: -2.37 -0.53 0.00
H: 0.23 1.81 -0.09
H: 1.35 -2.04 -0.18

Computed properties:
- LUMO: 3.777 eV
- Spin multiplicity: 1
- Net charge: -1

natural (NBO) charges, unit e, in atom order: 0.28, 0.18, -0.61, -0.66, -0.78, -0.37, 0.47, 0.48



Entry 3:
DFT (ωB97M-V with the def2-TZVPD basis set) results for the ion CH2NO4S with charge -1 at a distorted geometry.

Positions of all 9 atoms, in Å:
C: 0.44 -0.02 0.37
N: 0.87 1.21 -0.20
O: 1.50 1.11 -1.25
O: -1.79 -1.83 0.86
O: 0.56 2.28 0.35
O: -1.54 -1.06 -1.40
S: -1.56 -0.65 0.00
H: 0.95 -0.84 -0.14
H: 0.58 -0.19 1.42

Computed properties:
- LUMO (spin up / spin down): 3.851 / 3.851 eV
- Spin multiplicity: 1
- Net charge: -1

natural (NBO) atomic charge list, values in e, 8 entries: -0.55, 0.50, -0.44, -1.01, -0.46, -1.00, 1.54, 0.21



Entry 4:
DFT (ωB97M-V with the def2-TZVPD basis set) results for an isolated molecule of CH2NOP at a distorted geometry.

Positions of all 6 atoms, in Å:
C: -0.11 1.28 0.68
N: -0.22 0.38 -0.07
O: -0.03 2.48 1.32
P: -0.45 -1.34 -0.31
H: 0.04 -1.00 -1.55
H: 0.77 -1.81 -0.08

Computed properties:
- LUMO: 0.337 eV
- Spin multiplicity: 1

natural (NBO) charges, unit e, in atom order: 0.85, -0.77, -0.60, 0.59, -0.02, -0.05



Entry 5:
DFT (ωB97M-V with the def2-TZVPD basis set) results for a cluster of 2 separate species, CH2NOS3 in total at a distorted geometry.

Positions of all 8 atoms, in Å:
C: 0.33 0.23 0.52
N: -0.56 -0.27 -0.25
O: -0.29 0.82 -2.37
S: -1.59 -1.46 -0.22
S: 0.58 -0.53 2.15
S: 1.31 1.55 0.26
H: -0.32 -1.50 1.96
H: 0.55 1.15 -2.06

Computed properties:
- LUMO (spin up / spin down): 1.557 / 1.660 eV
- Spin multiplicity: 1
- Net charge: -1

natural (NBO) charges, unit e, in atom order: -0.07, -0.45, -0.85, 0.13, 0.00, -0.28, 0.10, 0.43



Entry 6:
DFT (ωB97M-V with the def2-TZVPD basis set) results for an isolated molecule of CH2NP at a distorted geometry.

Positions of all 5 atoms, in Å:
C: 0.41 -0.53 -0.02
N: -0.38 -1.19 0.58
P: -0.38 1.26 0.85
H: 0.91 -0.50 -1.07
H: -0.55 0.96 -0.34

Computed properties:
- LUMO (spin up / spin down): -1.107 / -1.106 eV
- Spin multiplicity: 1

natural (NBO) charges, unit e, in atom order: -0.09, -0.30, 0.24, 0.26, -0.11



Entry 7:
DFT (ωB97M-V with the def2-TZVPD basis set) results for a structure of composition CH2NP3 at a distorted geometry.

Positions of all 7 atoms, in Å:
C: 0.54 -1.24 -0.31
N: 1.17 1.23 -0.07
P: -1.30 -0.57 -0.30
P: 1.92 -0.10 -0.21
P: -0.44 1.44 -0.42
H: 0.47 -2.39 -0.21
H: -0.83 1.76 0.78

Computed properties:
- LUMO: -1.471 eV
- Spin multiplicity: 1

natural (NBO) charges, unit e, in atom order: -1.00, -1.22, 0.32, 1.08, 0.60, 0.24, -0.03



Entry 8:
DFT (ωB97M-V with the def2-TZVPD basis set) results for a structure of composition CH2O2S at a distorted geometry.

Positions of all 6 atoms, in Å:
C: 0.99 0.20 0.38
O: -1.37 0.33 -0.80
O: -0.20 -0.30 -0.93
S: 2.10 -0.82 0.84
H: 0.36 0.89 0.78
H: -1.88 -0.31 -0.26

Computed properties:
- LUMO (spin up / spin down): -1.070 / -1.070 eV
- Spin multiplicity: 1

natural (NBO) charges, unit e, in atom order: -0.07, -0.43, -0.34, 0.21, 0.18, 0.45



Entry 9:
DFT (ωB97M-V with the def2-TZVPD basis set) results for an isolated molecule of CH2O2S at a distorted geometry.

Positions of all 6 atoms, in Å:
C: 0.77 0.17 0.37
O: -1.86 0.55 -0.23
O: 1.67 -0.19 -0.33
S: -0.96 -0.56 0.11
H: 0.78 0.93 1.17
H: -0.40 -0.90 -1.09

Computed properties:
- LUMO: -0.204 eV
- Spin multiplicity: 1

natural (NBO) charges, unit e, in atom order: 0.25, -0.96, -0.47, 1.00, 0.14, 0.04



Entry 10:
DFT (ωB97M-V with the def2-TZVPD basis set) results for an isolated molecule of CH2O2S3 at a distorted geometry.

Positions of all 8 atoms, in Å:
C: 0.31 -0.07 0.12
O: 0.12 1.06 -0.20
O: 1.33 -0.77 0.30
S: 2.94 -0.23 0.27
S: -2.73 0.21 0.17
S: -1.34 -1.27 0.26
H: 2.57 1.10 0.23
H: -3.22 -0.04 -1.15

Computed properties:
- LUMO: -0.491 eV
- Spin multiplicity: 1

natural (NBO) charges, unit e, in atom order: 0.76, -0.58, -0.62, 0.31, -0.10, -0.05, 0.14, 0.14



Entry 11:
DFT (ωB97M-V with the def2-TZVPD basis set) results for a cluster of 2 separate species, CH2O2S3 in total at a distorted geometry.

Positions of all 8 atoms, in Å:
C: 0.57 -0.71 -0.21
O: -0.63 2.09 2.15
O: -1.33 2.77 4.33
S: 1.57 -0.48 1.04
S: -0.80 0.18 -0.62
S: -0.26 2.78 3.37
H: 0.68 -1.49 -1.04
H: -0.65 0.98 0.35

Computed properties:
- LUMO: -1.534 eV
- Spin multiplicity: 1

natural (NBO) charges, unit e, in atom order: -0.52, -0.84, -0.81, -0.01, 0.17, 1.66, 0.21, 0.14



Entry 12:
DFT (ωB97M-V with the def2-TZVPD basis set) results for a cluster of 2 separate species, CH2O3S in total at a distorted geometry.

Positions of all 7 atoms, in Å:
C: -0.93 -0.72 0.62
O: 1.23 1.80 0.00
O: -1.20 0.09 -0.20
O: 1.58 -0.18 -1.45
S: 0.83 1.04 -1.22
H: -1.60 -1.18 1.38
H: 0.09 -0.85 0.88

Computed properties:
- LUMO: -0.519 eV
- Spin multiplicity: 1

natural (NBO) charges, unit e, in atom order: 0.31, -0.85, -0.51, -0.85, 1.65, 0.13, 0.12



The records above give, respectively, energy above the lowest of the compared OMol25 structures with the same formula, charge and spin values of 2.2386; 4.5499; 3.7599; 1.5055; 4.5039; 3.7241; 0.9909; 5.8855; 2.5932; 0.5119; 0.5088; 0.2834 eV.
The records above give, respectively, total energy values of -19536.6636; -19534.3524; -21582.9319; -13893.8662; -37110.2779; -11843.4204; -30423.4527; -15994.0498; -15997.3421; -37668.6951; -37668.6982; -18045.5697 eV.